Computed, not measured: a single C37H40N6O2 molecule, with ωB97M-V/def2-TZVPD.

Each line ends with the Löwdin charge.
Atoms and positions in Å:
C1 1.72 4.82 3.71  -0.01
C2 0.79 3.69 4.03  -0.36
C3 -0.67 3.99 4.19  -0.12
C4 -1.38 4.41 2.88  -0.18
N1 -1.54 3.41 1.86  -0.16
C5 -2.25 2.22 2.26  -0.18
C6 -2.85 1.58 1.01  -0.09
C7 -1.79 1.35 -0.02  -0.22
N2 -2.02 0.44 -0.96  0.16
C8 -1.15 0.25 -1.94  -0.18
C9 -1.57 -0.65 -3.03  -0.17
C10 -2.16 -1.88 -2.78  -0.02
C11 -2.57 -2.68 -3.83  -0.08
C12 -2.40 -2.27 -5.14  -0.08
C13 -1.83 -1.04 -5.39  -0.07
C14 -1.41 -0.23 -4.35  -0.03
C15 0.09 0.92 -1.97  -0.12
C16 1.12 0.63 -2.97  -0.20
C17 1.80 1.67 -3.60  -0.03
C18 2.79 1.40 -4.53  -0.08
C19 3.11 0.09 -4.84  -0.09
C20 2.44 -0.95 -4.21  -0.07
C21 1.46 -0.68 -3.28  -0.03
C22 0.34 1.85 -0.96  0.03
C23 -0.62 2.11 0.01  -0.11
C24 -0.35 3.10 1.11  -0.12
N3 1.15 2.49 4.19  0.10
O1 2.52 2.26 4.05  -0.11
C25 2.79 0.86 4.00  -0.35
C26 4.30 0.72 3.91  -0.03
C27 2.12 0.24 2.81  -0.25
C28 1.14 -0.73 2.76  0.02
N4 0.89 -0.90 1.45  -0.09
C29 -0.03 -1.79 0.80  -0.22
C30 -1.42 -1.69 1.48  -0.21
O2 -2.48 -1.87 0.59  -0.07
C31 0.53 -3.23 0.80  -0.08
C32 -0.19 -4.08 -0.20  -0.23
C33 0.25 -4.13 -1.52  -0.05
C34 -0.41 -4.89 -2.46  -0.09
C35 -1.53 -5.62 -2.09  -0.10
C36 -1.98 -5.58 -0.78  -0.07
C37 -1.31 -4.82 0.16  -0.04
N5 1.67 -0.09 0.74  0.07
N6 2.40 0.59 1.54  0.09
H1 2.38 4.98 4.56  0.09
H2 1.19 5.74 3.50  0.08
H3 2.35 4.54 2.86  0.09
H4 -1.17 3.10 4.60  0.11
H5 -0.78 4.81 4.90  0.12
H6 -2.38 4.76 3.15  0.12
H7 -0.84 5.26 2.44  0.11
H8 -1.58 1.50 2.77  0.12
H9 -3.04 2.49 2.96  0.13
H10 -3.59 2.27 0.59  0.13
H11 -3.37 0.65 1.24  0.11
H12 -2.29 -2.23 -1.77  0.10
H13 -3.03 -3.64 -3.62  0.10
H14 -2.72 -2.90 -5.95  0.10
H15 -1.70 -0.70 -6.41  0.10
H16 -0.98 0.74 -4.56  0.12
H17 1.55 2.69 -3.37  0.11
H18 3.30 2.21 -5.02  0.10
H19 3.88 -0.12 -5.57  0.10
H20 2.70 -1.97 -4.45  0.10
H21 0.94 -1.49 -2.79  0.10
H22 1.29 2.36 -0.93  0.13
H23 0.45 2.68 1.74  0.11
H24 0.04 4.02 0.67  0.14
H25 2.40 0.39 4.91  0.15
H26 4.58 -0.33 3.94  0.08
H27 4.77 1.24 4.74  0.08
H28 4.65 1.16 2.98  0.08
H29 0.63 -1.28 3.53  0.13
H30 -0.11 -1.44 -0.23  0.14
H31 -1.53 -2.46 2.24  0.12
H32 -1.49 -0.71 1.97  0.10
H33 -2.53 -1.11 -0.02  0.04
H34 1.59 -3.17 0.53  0.13
H35 0.45 -3.65 1.80  0.12
H36 1.13 -3.57 -1.80  0.11
H37 -0.06 -4.91 -3.48  0.11
H38 -2.05 -6.22 -2.83  0.10
H39 -2.85 -6.15 -0.49  0.10
H40 -1.67 -4.80 1.18  0.11

Values from the calculation:
Frontier orbital gap ... 8.9 eV
Structure (SMILES) ... C/C(CCN1CCc2nc(-c3ccccc3)c(-c3ccccc3)cc2C1)=N\O[C@H](C)c1cn([C@H](CO)Cc2ccccc2)nn1

Computed, not measured: a molecular structure, C37H40O2P2Ti, with ωB97M-V/def2-TZVPD.

Each line ends with the Mulliken spin population.
Atoms and positions in Å:
Ti1 0.97 -2.64 -3.09  1.99
C1 0.57 -1.24 1.79  0.00
C2 0.34 -2.55 1.90  0.00
C3 -0.94 -3.21 2.25  0.00
C4 -1.99 -3.31 1.09  0.01
C5 -2.18 -2.14 0.22  0.02
C6 -1.98 -0.84 0.53  0.00
C7 -1.82 -0.32 1.92  0.00
C8 -0.33 -0.20 2.36  0.00
C9 -0.12 -1.54 -4.42  0.00
H1 1.58 -0.91 1.47  0.00
H2 1.23 -3.22 1.97  0.00
H3 -1.32 -2.71 3.15  0.00
H4 -0.68 -4.26 2.48  0.00
H5 -1.63 -4.13 0.42  0.00
H6 -2.95 -3.70 1.50  0.00
H7 -2.39 -2.39 -0.83  -0.01
H8 -1.83 -0.10 -0.27  0.00
H9 -2.38 -0.95 2.62  0.00
H10 -2.25 0.69 1.96  0.00
H11 0.03 0.80 2.07  0.00
H12 -0.34 -0.23 3.47  0.00
H13 -0.05 -0.45 -4.55  0.01
H14 -1.16 -1.73 -4.07  0.00
H15 0.01 -2.03 -5.41  0.00
P1 0.57 -7.78 -3.10  -0.01
P2 -1.42 -7.32 -4.49  0.01
C10 -0.82 -8.67 -2.35  0.00
C11 -1.86 -8.54 -3.21  0.00
C12 1.73 -9.16 -3.43  0.00
C13 1.69 -10.34 -2.67  0.00
C14 2.60 -11.38 -2.93  0.00
C15 3.54 -11.26 -3.96  0.00
C16 3.54 -10.11 -4.74  0.00
C17 2.64 -9.07 -4.50  0.00
C18 1.28 -6.73 -1.79  0.17
C19 0.63 -5.52 -1.45  -0.01
C20 1.12 -4.77 -0.40  -0.22
C21 2.23 -5.20 0.34  0.01
C22 2.88 -6.39 0.00  0.01
C23 2.42 -7.14 -1.09  0.00
C24 -2.04 -8.30 -5.95  0.00
C25 -1.36 -9.48 -6.32  0.00
C26 -1.93 -10.35 -7.25  0.00
C27 -3.17 -10.08 -7.83  0.00
C28 -3.81 -8.88 -7.51  0.00
C29 -3.25 -7.99 -6.59  0.00
C30 -2.72 -6.07 -4.22  0.00
C31 -2.80 -4.97 -5.10  0.01
C32 -3.93 -4.15 -5.09  0.00
C33 -4.95 -4.38 -4.16  0.00
C34 -4.82 -5.39 -3.20  0.00
C35 -3.67 -6.20 -3.20  0.00
H16 -0.71 -9.19 -1.39  0.00
H17 -2.85 -9.03 -3.22  0.00
H18 0.95 -10.46 -1.86  0.00
H19 2.57 -12.29 -2.32  0.00
H20 4.26 -12.07 -4.14  0.00
H21 4.26 -10.02 -5.56  0.00
H22 2.63 -8.16 -5.12  0.00
H23 -0.26 -5.17 -2.01  0.05
H24 0.64 -3.82 -0.13  0.00
H25 2.59 -4.58 1.17  0.00
H26 3.74 -6.75 0.57  0.00
H27 2.94 -8.06 -1.38  0.00
H28 -0.40 -9.72 -5.86  0.00
H29 -1.42 -11.28 -7.50  0.00
H30 -3.63 -10.79 -8.53  0.00
H31 -4.78 -8.65 -7.95  0.00
H32 -3.77 -7.06 -6.35  0.00
H33 -1.98 -4.79 -5.81  0.00
H34 -4.03 -3.34 -5.82  0.00
H35 -5.86 -3.77 -4.18  0.00
H36 -5.61 -5.57 -2.46  0.00
H37 -3.55 -6.97 -2.42  0.00
C36 1.72 0.40 -0.76  0.00
C37 1.52 -0.85 -1.54  0.03
O1 0.33 -1.40 -1.64  -0.08
O2 2.41 -1.44 -2.26  0.02
H38 0.73 0.81 -0.52  0.00
H39 2.33 1.15 -1.29  0.00
H40 2.25 0.16 0.17  0.00

Values from the calculation:
Frontier orbital gap (spin up / spin down) ... 6.4 / 6.1 eV
<S²> ... 2.00
Multiplicity ... 3

Computed, not measured: a molecular structure, C37H41Br2Cl5N6OSbTi, with ωB97M-V/def2-TZVPD.

Each line ends with the Mulliken spin population.
Atoms and positions in Å:
Ti1 1.00 -0.70 -0.33  1.76
Br1 5.73 1.14 -0.47  0.00
C1 4.98 0.15 0.89  0.02
C2 5.79 -0.13 2.01  -0.01
C3 5.32 -0.80 3.05  0.01
Br2 6.35 -1.05 4.63  0.00
C4 3.95 -1.24 3.06  -0.02
C5 3.34 -1.94 4.13  0.03
C6 2.06 -2.40 3.96  -0.02
C7 1.33 -1.91 2.82  0.09
N1 1.91 -1.23 1.83  -0.04
C8 3.19 -0.92 1.94  0.03
C9 3.71 -0.21 0.80  -0.02
O1 2.97 -0.02 -0.24  -0.02
H1 6.74 0.42 2.02  0.00
H2 3.82 -2.16 5.07  0.00
H3 1.55 -3.05 4.69  0.00
H4 0.25 -1.93 2.90  0.00
Cl1 3.01 -1.13 -3.00  0.00
C10 1.28 -0.97 -3.51  0.09
C11 0.26 -0.84 -2.57  -0.14
C12 -1.04 -0.83 -3.06  0.06
Cl2 -2.40 -0.69 -1.94  0.00
C13 -1.33 -0.86 -4.45  -0.02
Cl3 -2.90 -0.42 -4.94  0.00
C14 -0.26 -0.98 -5.38  0.02
Cl4 -0.50 -1.14 -7.05  0.00
C15 1.05 -1.14 -4.87  -0.02
Cl5 2.33 -1.47 -6.00  0.00
C16 -1.70 3.42 0.00  0.00
C17 -0.82 3.46 -1.19  0.00
C18 -1.59 2.95 -2.41  0.01
Sb1 0.96 2.19 -0.75  0.05
C19 2.44 2.58 -2.33  0.02
C20 3.26 3.85 -2.17  0.00
C21 1.79 2.58 -3.74  0.01
C22 2.09 3.35 0.73  0.00
C23 1.68 4.85 0.85  0.00
C24 1.76 2.63 2.05  0.01
H5 -2.50 4.07 -0.16  0.00
H6 -1.29 3.69 0.97  0.00
H7 -2.06 2.40 0.13  0.00
H8 -0.44 4.47 -1.41  0.00
H9 -2.38 3.59 -2.74  0.00
H10 -2.12 2.00 -2.18  -0.01
H11 -1.08 2.72 -3.35  0.00
H12 3.14 1.70 -2.33  0.00
H13 2.63 4.53 -1.62  0.00
H14 3.57 4.44 -3.06  0.00
H15 4.23 3.61 -1.68  0.00
H16 1.07 1.77 -3.87  0.00
H17 2.55 2.33 -4.48  0.00
H18 1.42 3.54 -4.10  0.00
H19 3.15 3.27 0.41  0.00
H20 0.70 5.01 0.56  0.00
H21 2.29 5.55 0.28  0.00
H22 1.77 5.13 1.92  0.00
H23 0.74 2.87 2.30  0.01
H24 2.35 2.91 2.94  0.00
H25 1.85 1.51 2.03  0.03
C25 1.42 -2.96 -0.21  0.14
C26 0.27 -3.70 -0.02  -0.15
C27 -0.66 -3.79 -1.10  0.02
C28 -1.94 -4.19 -0.89  0.00
C29 -2.37 -4.61 0.40  0.00
C30 -1.40 -4.70 1.43  0.00
C31 -0.12 -4.27 1.25  0.03
C32 -3.75 -4.76 0.67  0.00
N2 -4.88 -4.78 0.81  0.00
H26 1.83 -2.92 -1.22  -0.02
H27 2.30 -3.19 0.48  0.00
H28 -0.39 -3.50 -2.09  0.01
H29 -2.66 -4.30 -1.70  0.00
H30 -1.74 -5.21 2.34  0.00
H31 0.56 -4.48 1.98  0.00
C33 -5.56 0.56 2.27  0.00
C34 -5.42 -0.89 1.84  0.00
C35 -5.40 -1.03 0.29  0.00
C36 -4.11 -1.55 2.42  0.00
N3 -2.83 -0.98 1.90  0.00
C37 -1.95 -1.45 1.07  0.06
N4 -1.02 -0.57 0.87  -0.08
N5 -1.38 0.54 1.64  0.03
N6 -2.46 0.28 2.27  0.01
H32 -6.54 0.93 2.03  0.00
H33 -4.79 1.21 1.78  0.00
H34 -5.35 0.67 3.35  0.00
H35 -6.30 -1.40 2.25  0.00
H36 -4.79 -0.20 -0.06  0.00
H37 -6.42 -0.91 -0.08  0.00
H38 -4.96 -1.95 -0.06  0.00
H39 -4.06 -2.59 2.23  0.00
H40 -4.10 -1.35 3.51  0.00
H41 -1.95 -2.50 0.71  0.00

Values from the calculation:
Frontier orbital gap (spin up / spin down) ... 5.7 / 6.7 eV
<S²> ... 2.01
Multiplicity ... 3
Total charge ... -1

Computed, not measured: a molecular structure, C37H41FIN7O4PSYb, with ωB97M-V/def2-TZVPD.

Each line ends with the Mulliken spin population.
Atoms and positions in Å:
Yb1 12.34 13.15 16.93  1.01
N1 10.84 13.89 14.75  0.00
C1 10.95 15.32 14.38  0.00
C2 12.34 15.89 14.67  0.00
N2 12.78 15.76 16.07  0.00
C3 14.25 16.03 16.11  0.00
C4 14.93 15.48 17.37  0.00
N3 14.78 14.04 17.52  0.00
C5 12.02 16.70 16.95  0.00
C6 11.30 16.05 18.15  0.00
N4 10.61 14.81 17.78  0.00
H1 11.11 13.31 13.95  0.00
H2 9.84 13.71 14.87  0.00
H3 10.21 15.95 14.91  0.00
H4 10.77 15.48 13.31  0.00
H5 12.33 16.97 14.37  0.00
H6 13.09 15.42 14.03  0.00
H7 14.47 17.13 16.08  0.00
H8 14.72 15.59 15.21  0.00
H9 14.47 15.98 18.25  0.00
H10 15.98 15.81 17.31  0.00
H11 14.80 13.73 18.49  0.00
H12 15.42 13.48 16.98  0.00
H13 11.28 17.20 16.34  0.00
H14 12.71 17.48 17.36  0.00
H15 10.62 16.81 18.58  0.00
H16 12.04 15.77 18.92  0.00
H17 9.74 14.98 17.29  0.00
H18 10.48 14.20 18.59  0.00
I1 14.14 12.31 14.25  0.00
C7 14.78 10.28 13.85  0.00
C8 16.17 10.18 13.97  0.00
C9 16.82 8.93 13.98  0.00
C10 16.09 7.80 13.77  0.00
C11 14.70 7.87 13.60  0.00
C12 13.98 6.66 13.45  0.00
C13 12.66 6.67 13.06  0.00
C14 11.99 7.89 12.83  0.00
C15 12.57 9.13 13.14  0.00
P1 11.59 10.63 12.84  0.00
C16 9.77 10.37 12.97  0.00
C17 9.20 9.31 13.68  0.00
C18 7.84 9.21 13.84  0.00
C19 6.96 10.21 13.39  0.00
C20 7.50 11.31 12.72  0.00
C21 8.89 11.35 12.48  0.00
C22 11.72 10.64 11.05  0.00
C23 12.70 11.43 10.43  0.00
C24 12.85 11.45 9.05  0.00
C25 12.05 10.61 8.27  0.00
C26 11.06 9.85 8.87  0.00
C27 10.88 9.89 10.24  0.00
C28 13.98 9.14 13.56  0.00
H19 16.73 11.10 14.07  0.00
H20 17.89 8.92 14.15  0.00
H21 16.55 6.81 13.77  0.00
H22 14.52 5.74 13.64  0.00
H23 12.15 5.73 12.91  0.00
H24 11.01 7.87 12.34  0.00
H25 9.86 8.58 14.16  0.00
H26 7.42 8.33 14.35  0.00
H27 5.90 10.17 13.60  0.00
H28 6.86 12.09 12.33  0.00
H29 9.29 12.18 11.90  0.00
H30 13.36 12.05 11.04  0.00
H31 13.58 12.09 8.61  0.00
H32 12.20 10.59 7.20  0.00
H33 10.43 9.21 8.24  0.00
H34 10.07 9.31 10.71  0.00
F1 15.87 8.26 21.86  0.00
C29 15.38 9.04 20.87  0.00
C30 14.26 9.76 21.07  0.00
N5 13.75 10.58 20.04  0.00
C31 12.44 11.24 20.35  0.00
C32 11.94 12.46 19.59  0.00
O1 12.66 13.47 19.61  0.00
O2 10.85 12.26 19.01  0.00
C33 14.28 10.57 18.75  0.00
O3 13.75 11.20 17.81  0.00
N6 15.50 9.90 18.61  0.00
C34 16.09 9.06 19.56  0.00
O4 17.08 8.36 19.29  0.00
H35 13.75 9.84 22.02  0.00
H36 12.52 11.57 21.41  0.00
H37 11.64 10.50 20.29  0.00
H38 15.94 9.98 17.71  0.00
S1 10.80 8.54 17.00  0.00
C35 9.48 9.66 17.09  0.00
C36 9.84 10.87 16.60  0.00
N7 11.13 10.96 16.14  0.00
C37 11.72 9.80 16.25  0.00
H39 8.52 9.37 17.45  0.00
H40 9.23 11.76 16.52  0.00
H41 12.76 9.63 15.94  0.00

Values from the calculation:
Frontier orbital gap (spin up / spin down) ... 7.1 / 5.3 eV
<S²> ... 0.75
Multiplicity ... 2
Total charge ... +2

Computed, not measured: a molecular structure, C37H41IIrN7O3SSe, with ωB97M-V/def2-TZVPD.

Each line ends with the Löwdin charge.
Atoms and positions in Å:
Ir1 0.36 0.63 0.13  0.82
C1 -3.60 1.83 0.03  -0.06
C2 -3.01 2.69 1.11  -0.22
C3 -3.69 3.77 1.64  -0.08
C4 -3.14 4.56 2.64  -0.11
C5 -1.88 4.25 3.13  -0.08
C6 -1.15 3.18 2.64  -0.23
C7 0.23 2.86 3.15  -0.07
C8 -1.70 2.38 1.59  -0.33
N1 -1.04 1.37 1.05  -0.14
H1 -4.47 2.31 -0.42  0.08
H2 -3.90 0.86 0.42  0.08
H3 -2.85 1.63 -0.74  0.01
H4 -4.68 4.01 1.25  0.10
H5 -3.68 5.42 3.02  0.09
H6 -1.45 4.86 3.91  0.10
H7 0.53 3.57 3.92  0.07
H8 0.95 2.90 2.33  0.02
H9 0.26 1.85 3.56  0.08
C9 -1.91 1.95 -4.30  -0.09
C10 -1.63 2.49 -2.89  -0.25
C11 -0.57 3.59 -2.89  -0.19
N2 0.78 3.10 -3.13  0.06
C12 1.61 2.75 -2.15  -0.73
S1 1.23 2.98 -0.51  0.70
N3 2.87 2.30 -2.45  0.11
C13 3.42 1.59 -3.51  -0.41
O1 4.62 1.40 -3.50  0.10
C14 2.55 1.03 -4.56  -0.17
C15 2.91 1.19 -5.90  -0.02
C16 2.16 0.58 -6.89  -0.07
C17 1.08 -0.22 -6.56  -0.07
C18 0.74 -0.41 -5.23  -0.08
C19 1.46 0.22 -4.23  -0.05
H10 -2.73 1.23 -4.27  0.08
H11 -1.04 1.46 -4.71  0.04
H12 -2.20 2.77 -4.97  0.08
H13 -1.29 1.68 -2.24  0.02
H14 -2.55 2.89 -2.46  0.11
H15 -0.56 4.09 -1.93  0.08
H16 -0.80 4.33 -3.67  0.13
H17 0.99 2.76 -4.06  0.14
H18 3.53 2.45 -1.70  0.12
H19 3.77 1.80 -6.14  0.12
H20 2.43 0.73 -7.93  0.11
H21 0.51 -0.71 -7.34  0.11
H22 -0.10 -1.05 -4.97  0.10
H23 1.19 0.06 -3.19  0.06
C20 0.55 -3.77 -2.27  -0.02
N4 -0.14 -3.65 -1.00  -0.06
C21 -0.76 -2.54 -0.55  -0.71
Se1 -1.16 -1.01 -1.49  0.70
N5 -1.14 -2.77 0.72  0.13
C22 -0.68 -4.00 1.13  -0.18
C23 -0.72 -4.66 2.35  0.00
C24 -0.14 -5.91 2.42  -0.08
C25 0.47 -6.49 1.30  -0.08
C26 0.53 -5.83 0.09  0.00
C27 -0.05 -4.57 0.02  -0.17
H24 0.24 -2.95 -2.91  0.04
H25 0.30 -4.72 -2.73  0.10
H26 1.63 -3.71 -2.10  0.10
H27 -1.45 -2.02 1.31  0.15
H28 -1.16 -4.19 3.22  0.12
H29 -0.15 -6.46 3.35  0.10
H30 0.91 -7.47 1.39  0.10
H31 1.04 -6.26 -0.76  0.11
C28 4.93 -1.87 -0.97  -0.01
N6 4.35 -0.64 -0.43  -0.15
C29 5.24 0.40 0.08  -0.01
C30 3.11 -0.36 -0.65  -0.25
N7 2.00 -0.06 -0.84  -0.01
H32 5.76 -2.17 -0.34  0.09
H33 5.29 -1.70 -1.99  0.09
H34 4.17 -2.64 -0.96  0.08
H35 5.91 -0.03 0.82  0.09
H36 4.65 1.18 0.56  0.10
H37 5.83 0.84 -0.74  0.09
I1 6.75 0.14 5.39  0.82
C31 5.19 -0.47 4.11  -0.73
C32 4.14 0.40 3.84  -0.14
C33 3.12 -0.02 3.00  -0.02
C34 3.15 -1.28 2.42  -0.14
C35 4.21 -2.14 2.70  -0.03
C36 5.24 -1.74 3.55  -0.16
C37 2.05 -1.70 1.46  -0.63
O2 2.30 -2.60 0.65  0.01
O3 0.97 -1.04 1.56  -0.17
H38 4.11 1.38 4.29  0.09
H39 2.29 0.63 2.77  0.10
H40 4.23 -3.12 2.23  0.12
H41 6.06 -2.40 3.78  0.09

Values from the calculation:
Frontier orbital gap (spin up / spin down) ... 5.4 / 5.5 eV

The evaluated max |F| for the records listed, in turn: 0.023 0.073 0.061 0.064 0.037 hartree/bohr.